Entry 1:
{"formula": "C5H9NO2", "method": "ωB97M-V with the def2-TZVPD basis set", "homo_ev": -10.13, "gap_ev": 10.56, "de_lowest_kcal_mol": 97.4, "symbols": ["C", "C", "C", "C", "O", "O", "C", "N", "H", "H", "H", "H", "H", "H", "H", "H", "H"], "coordinates": [[0.10588, -0.88806, -0.37705], [-0.48837, 0.43567, -0.83749], [-0.80614, 1.54172, 1.51529], [1.56728, -0.88968, 0.05726], [-1.44169, 0.80492, 0.45589], [-0.73019, -1.51972, 0.40225], [0.24041, -1.35350, -2.09878], [0.38503, -1.83236, -3.13817], [-1.51795, -0.37577, 0.72572], [0.20841, 1.25156, -1.01668], [-1.30396, 0.34563, -1.54565], [-1.56210, 1.74854, 2.27053], [-0.41976, 2.47882, 1.11394], [0.00884, 0.96112, 1.95098], [1.91824, -1.91918, 0.08080], [1.64331, -0.47606, 1.06425], [2.19278, -0.31364, -0.62309]], "atomic_forces_ev_per_a": [[0.4554, 0.1072, -2.4391], [-1.6685, 0.9386, 2.5426], [0.1682, -0.0911, -0.0551], [-0.2179, 0.0154, -0.0214], [0.8211, -0.8393, -1.1437], [-1.0969, 0.8572, 0.2684], [0.1589, -0.9704, 1.8232], [-0.0780, 0.3325, -0.0003], [1.4214, -0.3029, -0.8447], [-0.1852, 0.0603, 0.0483], [0.3020, -0.0217, -0.1252], [0.0116, -0.0259, -0.0534], [-0.0720, -0.0654, 0.0084], [-0.0476, 0.0227, 0.0036], [0.0237, 0.0218, 0.0207], [-0.0108, -0.0220, 0.0122], [0.0147, -0.0169, -0.0444]], "mulliken_charge": [1.23, -0.69, -0.57, -1.30, -0.44, -0.82, 0.02, -0.50, 0.53, 0.36, 0.36, 0.27, 0.29, 0.25, 0.34, 0.31, 0.35]}


Entry 2:
{"formula": "C6H8", "method": "ωB97M-V with the def2-TZVPD basis set", "spin_multiplicity": 3, "homo_ev": [-5.55, -9.66], "gap_ev": [6.61, 7.62], "de_lowest_kcal_mol": 41.8, "symbols": ["C", "C", "C", "C", "C", "C", "H", "H", "H", "H", "H", "H", "H", "H"], "coordinates": [[-0.80177, -1.23515, 0.49439], [-1.30430, -2.38799, 0.81962], [1.10645, 1.04035, -1.79207], [0.54662, -0.02755, -1.24570], [0.02332, -0.20829, 0.13082], [-0.15848, 1.03157, 1.08817], [-2.43207, -2.60802, 0.91662], [-0.84555, -3.30021, 1.21105], [1.38551, 1.94560, -1.30242], [1.62252, 0.86670, -2.71305], [0.60340, -1.02061, -1.85098], [-0.64751, 1.86467, 0.60406], [0.79777, 1.31001, 1.15534], [-0.55295, 0.80447, 2.01179]], "atomic_forces_ev_per_a": [[-2.6859, -4.0353, 0.6419], [-1.6302, -0.1608, 0.5897], [1.5870, 1.3633, -0.9786], [-1.3378, -4.8925, 3.4146], [1.5932, 4.7151, -2.6969], [-1.2093, -1.5886, -3.8115], [1.2655, 0.9406, -0.0797], [0.8763, -0.0040, -0.5831], [-0.3348, 0.5401, 0.4672], [-0.0469, 0.2354, -0.6406], [-0.4298, 1.8535, 1.0795], [-0.5779, 0.1147, -0.1741], [3.8932, 1.5531, 0.9449], [-0.9627, -0.6346, 1.8269]], "lowdin_spin": [0.63, 0.17, 0.36, 0.09, 0.51, 0.06, 0.05, 0.05, 0.03, 0.02, -0.01, 0.01, 0.01, 0.00]}


Entry 3:
{"formula": "C8H27FN9O5Sr", "method": "ωB97M-V with the def2-TZVPD basis set", "homo_ev": -11.73, "gap_ev": 9.77, "total_charge": 1, "symbols": ["Sr", "F", "C", "C", "C", "O", "C", "N", "H", "H", "H", "H", "H", "H", "H", "H", "H", "H", "H", "C", "O", "N", "N", "H", "H", "H", "H", "C", "O", "N", "N", "H", "H", "H", "H", "C", "O", "N", "N", "H", "H", "H", "H", "C", "O", "N", "N", "H", "H", "H", "H"], "coordinates": [[0.07836, -0.19238, 0.61506], [-0.85345, -2.04353, 2.02269], [-1.51125, 2.64556, -2.96065], [-1.27400, 1.74075, -1.76332], [-2.26271, 0.57208, -1.79105], [-2.10445, -0.04919, -0.52483], [-3.06284, -1.03121, -0.19337], [0.12036, 1.26029, -1.70892], [-2.49842, 3.11595, -2.95638], [-1.56310, 2.07703, -3.89915], [-0.74117, 3.40761, -3.07547], [-1.49688, 2.33788, -0.87308], [-1.92202, -0.10801, -2.58436], [-3.28932, 0.86082, -2.02021], [-4.07186, -0.62260, -0.36625], [-3.04167, -1.22934, 0.87746], [-3.03354, -1.96218, -0.76334], [0.68629, 2.04187, -2.03383], [0.18775, 0.64583, -2.52580], [2.50945, -2.76353, 1.46384], [2.42007, -1.64605, 0.94429], [1.40128, -3.41700, 1.90131], [3.69078, -3.39821, 1.67524], [0.48947, -2.93625, 1.86288], [1.51989, -4.17605, 2.54639], [4.51883, -2.92179, 1.35863], [3.83096, -4.34536, 1.96535], [-2.11219, 2.21048, 2.42737], [-1.13067, 1.54836, 2.05744], [-3.25491, 2.16096, 1.69205], [-2.15359, 2.97193, 3.53511], [-3.32630, 1.54239, 0.90633], [-4.08876, 2.62009, 2.01056], [-1.46264, 2.91951, 4.25893], [-2.88274, 3.65293, 3.63567], [2.97382, 2.14735, 0.98721], [1.87756, 1.64437, 0.71923], [3.84165, 2.53632, 0.01829], [3.38719, 2.27543, 2.27407], [4.54465, 3.24011, 0.14300], [3.43908, 2.40151, -0.89426], [2.77690, 1.91083, 2.98189], [4.27917, 2.64363, 2.54307], [0.47244, -2.87809, -1.74790], [0.25887, -1.88518, -1.03921], [0.51155, -2.78526, -3.11310], [0.65877, -4.10994, -1.23608], [0.61533, -1.92977, -3.61779], [0.53918, -3.63957, -3.63988], [0.84230, -4.86856, -1.86276], [0.66654, -4.19284, -0.23235]], "atomic_forces_ev_per_a": [[0.7557, -0.4317, 1.4075], [0.4156, 0.6634, -0.6931], [-0.6375, -0.1970, -0.8771], [-0.9168, 0.8495, -0.4429], [1.5348, -0.0859, 0.0530], [-0.6823, -0.1028, -0.1857], [-1.7217, 0.0382, 0.2485], [-0.5574, -0.1592, -1.0068], [0.1458, 0.2347, 0.4262], [0.4357, -0.1412, 0.0937], [-0.0606, 0.0603, 0.1185], [0.2387, -0.1678, 0.1796], [-0.2252, -0.1820, -0.0027], [-0.0804, 0.1532, 0.3374], [0.1018, 0.0717, -0.1608], [0.6182, -0.1864, -0.0764], [0.6082, 0.0778, -0.0448], [0.1991, 0.0671, 0.6256], [0.1402, -0.3038, 0.3304], [-1.1608, -0.1887, 0.6835], [0.3349, 0.1513, -0.1244], [0.5613, -0.5087, -0.5057], [1.0404, 0.5933, -0.3987], [-0.5024, 0.3704, 0.4136], [-0.0900, -0.0723, 0.0799], [-0.1129, 0.0406, -0.0141], [-0.4762, -0.1346, 0.0769], [0.3988, -1.2789, -1.0112], [-0.1131, 0.4030, 0.6001], [-0.3775, 0.6719, 0.2214], [-0.2112, 0.4414, 0.1891], [0.3029, -0.0833, -0.0160], [-0.0843, -0.1112, -0.0215], [0.2740, -0.0825, -0.2440], [-0.0752, -0.0450, 0.1948], [-0.0445, -0.3354, 0.8123], [0.3743, 0.0805, -0.0459], [-0.5150, -0.2321, -0.4264], [-0.2255, 0.1226, -0.1670], [0.0489, 0.0020, 0.0989], [0.3172, 0.2639, -0.1196], [-0.0091, 0.0502, 0.0461], [0.0921, -0.0500, -0.0711], [-0.1379, 0.8121, -0.0045], [0.1596, -0.6496, -0.8941], [-0.0787, -0.8780, 0.1718], [-0.1799, 0.5098, -0.3557], [-0.0955, 0.2634, 0.2598], [0.1359, 0.1264, -0.2130], [0.1222, -0.3114, 0.3223], [0.0151, -0.1992, 0.1326]], "mulliken_charge": [2.11, -0.94, -1.65, 0.60, -0.96, 0.32, -1.02, -0.26, 0.42, 0.34, 0.43, -0.13, 0.27, 0.44, 0.41, 0.28, 0.23, 0.27, 0.14, 0.51, -0.56, -0.34, -0.44, 0.24, 0.18, 0.24, 0.16, 0.48, -0.47, -0.31, -0.43, 0.14, 0.17, 0.23, 0.16, 0.48, -0.55, -0.41, -0.40, 0.21, 0.21, 0.20, 0.17, 0.41, -0.56, -0.41, -0.37, 0.19, 0.16, 0.17, 0.24]}


Entry 4:
{"formula": "C2H5BO", "method": "ωB97M-V with the def2-TZVPD basis set", "homo_ev": -10.92, "gap_ev": 11.73, "de_lowest_kcal_mol": 89.8, "symbols": ["B", "C", "C", "O", "H", "H", "H", "H", "H"], "coordinates": [[-0.19052, -0.15975, 2.32339], [1.42133, -0.52751, -0.56845], [0.41669, -1.13724, -0.88560], [-1.15226, -0.86654, 2.27727], [-1.28651, 2.18435, -2.20017], [0.51687, 0.72862, 2.60923], [2.05355, 0.13371, 0.05180], [-1.56242, 1.46416, -2.32187], [-0.21673, -1.81980, -1.28558]], "atomic_forces_ev_per_a": [[-0.2718, 0.8928, 0.6198], [-1.1560, 0.4250, 1.1902], [3.4204, 1.8513, 0.8359], [-0.1829, -0.6622, -0.2958], [-0.4581, -1.1779, -0.2055], [0.3901, -0.2763, -0.3441], [-0.4059, -0.8341, -1.1597], [0.4572, 1.1830, 0.2064], [-1.7930, -1.4017, -0.8471]], "mulliken_charge": [0.28, -0.33, -0.41, -0.28, 0.05, 0.00, 0.32, -0.05, 0.42]}


Entry 5:
{"formula": "C27H35N8O5S2Tl", "method": "ωB97M-V with the def2-TZVPD basis set", "homo_ev": -7.70, "gap_ev": 7.47, "de_lowest_kcal_mol": 0.0, "symbols": ["Tl", "N", "C", "S", "N", "N", "C", "C", "C", "C", "C", "C", "C", "C", "C", "C", "C", "C", "N", "H", "H", "H", "H", "H", "H", "H", "H", "H", "H", "H", "C", "C", "S", "O", "O", "C", "C", "N", "C", "N", "C", "C", "N", "O", "O", "C", "H", "H", "H", "H", "H", "H", "H", "H", "H", "H", "H", "H", "H", "O", "C", "C", "C", "C", "C", "C", "N", "H", "H", "H", "H", "H", "H", "H", "H", "H", "H", "H"], "coordinates": [[-0.16605, -2.32061, -0.41292], [3.00321, -2.93807, 2.98027], [2.06132, -2.28482, 2.25990], [2.52322, -1.76941, 0.66625], [0.92671, -2.08108, 2.89163], [-0.03853, -1.50043, 2.13644], [-1.02314, -0.95654, 2.75686], [-1.12318, -0.85609, 4.23727], [-2.23019, -1.38336, 4.89557], [-2.33949, -1.29153, 6.27552], [-1.34735, -0.65742, 7.00857], [-0.24221, -0.12484, 6.35800], [-0.12706, -0.22966, 4.98118], [-2.10861, -0.37828, 1.92384], [-2.99359, 0.56656, 2.44495], [-3.97998, 1.08721, 1.62445], [-4.06267, 0.65918, 0.30917], [-3.13655, -0.27335, -0.13406], [-2.18805, -0.77679, 0.65040], [3.85422, -3.21425, 2.52856], [2.73621, -3.34646, 3.85976], [-3.00782, -1.87503, 4.32273], [-3.19966, -1.71525, 6.77739], [-1.43262, -0.58130, 8.08478], [0.53651, 0.36652, 6.92701], [0.74487, 0.16352, 4.47564], [-2.90471, 0.87965, 3.47567], [-4.67596, 1.82113, 2.01059], [-4.82093, 1.03486, -0.36368], [-3.14909, -0.62898, -1.15988], [3.62227, 0.90965, -1.64138], [4.20052, -0.01759, -2.69563], [3.15575, -0.18384, -4.12578], [3.86248, -0.94900, -5.12079], [2.63435, 1.11827, -4.47576], [1.78520, -1.15453, -3.53974], [0.76303, -1.28462, -4.66440], [-0.54463, -1.68233, -4.14810], [-1.56025, -0.82924, -3.87085], [-2.63976, -1.46023, -3.42754], [-2.31774, -2.78129, -3.42832], [-1.03647, -2.93850, -3.86513], [-0.28444, -4.14470, -3.92973], [0.91114, -4.06903, -4.17289], [-0.88676, -5.17910, -3.71995], [-1.47220, 0.63898, -4.08633], [4.32233, 1.00189, -0.81114], [2.68769, 0.51934, -1.24001], [3.43766, 1.89604, -2.06536], [4.37373, -1.02879, -2.32370], [5.13791, 0.35759, -3.11060], [1.35392, -0.61462, -2.69411], [2.16084, -2.12799, -3.22751], [1.09045, -2.00737, -5.40411], [0.63008, -0.32267, -5.15622], [-2.99194, -3.55382, -3.10083], [-1.44710, 0.87515, -5.15239], [-0.58537, 1.05692, -3.61153], [-2.36160, 1.09349, -3.65660], [-0.02760, 0.22961, -1.26398], [-0.02074, 1.14329, -0.41857], [-0.90281, 2.35427, -0.58446], [-0.12307, 3.66739, -0.72729], [0.35294, 4.26061, 0.59592], [1.35434, 3.40398, 1.36325], [0.82096, 2.02880, 1.74988], [0.77366, 1.08279, 0.64795], [-1.58501, 2.41350, 0.27166], [-1.50838, 2.16780, -1.46913], [-0.77382, 4.39446, -1.21680], [0.72641, 3.51234, -1.40027], [-0.52110, 4.43561, 1.23414], [0.79594, 5.24071, 0.40538], [1.63831, 3.92894, 2.27874], [2.26762, 3.26939, 0.77601], [-0.17053, 2.12307, 2.20998], [1.47382, 1.57773, 2.49714], [1.33915, 0.23261, 0.72505]], "atomic_forces_ev_per_a": [[0.0115, 0.0056, 0.0208], [0.0300, -0.0021, 0.0205], [0.0219, -0.0059, -0.0494], [0.0033, 0.0039, -0.0192], [0.0036, -0.0122, 0.0383], [-0.0479, 0.0177, -0.0087], [0.0280, -0.0227, -0.0081], [-0.0129, -0.0047, 0.0122], [0.0030, 0.0039, -0.0035], [0.0015, 0.0045, 0.0029], [-0.0016, -0.0049, -0.0026], [0.0014, 0.0013, 0.0013], [-0.0023, 0.0015, -0.0031], [-0.0298, 0.0359, 0.0074], [0.0142, -0.0227, 0.0099], [-0.0129, 0.0058, -0.0181], [-0.0006, 0.0023, 0.0134], [0.0064, -0.0036, 0.0074], [-0.0147, -0.0084, -0.0016], [-0.0012, -0.0042, -0.0001], [-0.0048, -0.0006, -0.0003], [-0.0012, -0.0007, 0.0007], [-0.0014, -0.0007, -0.0011], [0.0004, 0.0018, 0.0007], [0.0009, 0.0007, -0.0015], [0.0020, -0.0017, 0.0001], [-0.0004, 0.0004, 0.0006], [-0.0013, -0.0014, 0.0012], [-0.0006, -0.0001, -0.0024], [-0.0042, -0.0015, -0.0044], [-0.0181, 0.0180, 0.0086], [-0.0160, 0.0001, -0.0145], [0.0209, 0.0042, 0.0143], [0.0128, -0.0109, -0.0098], [0.0006, 0.0194, 0.0103], [-0.0309, 0.0266, 0.0014], [0.0044, 0.0055, 0.0021], [0.0088, 0.0759, -0.0432], [-0.0714, 0.0442, 0.0452], [0.1987, -0.0824, -0.0916], [-0.1550, 0.0498, 0.0888], [0.0167, -0.0835, 0.0097], [-0.0079, -0.0105, -0.0032], [-0.0039, 0.0048, -0.0061], [-0.0056, -0.0118, 0.0057], [0.0045, -0.0225, -0.0287], [-0.0101, -0.0088, 0.0020], [-0.0034, 0.0141, 0.0022], [0.0032, 0.0022, 0.0074], [0.0093, -0.0013, 0.0007], [0.0031, -0.0117, -0.0166], [0.0093, -0.0265, -0.0119], [0.0091, -0.0051, 0.0112], [0.0085, -0.0046, 0.0013], [-0.0030, 0.0010, 0.0124], [-0.0066, -0.0043, -0.0092], [0.0099, 0.0104, 0.0023], [-0.0024, 0.0015, -0.0053], [0.0015, 0.0032, 0.0064], [0.0119, 0.0535, -0.0020], [-0.0006, -0.0573, 0.0207], [-0.0061, 0.0010, -0.0176], [-0.0025, 0.0070, -0.0041], [0.0040, 0.0011, -0.0013], [-0.0022, -0.0020, 0.0012], [-0.0106, -0.0020, -0.0082], [0.0283, 0.0229, 0.0081], [0.0067, 0.0018, 0.0031], [-0.0010, 0.0014, 0.0005], [0.0008, -0.0001, -0.0024], [0.0003, -0.0007, 0.0033], [-0.0012, 0.0017, -0.0023], [-0.0009, 0.0002, 0.0010], [-0.0002, -0.0008, -0.0004], [0.0028, -0.0013, 0.0034], [0.0058, -0.0031, 0.0012], [-0.0040, 0.0004, 0.0009], [-0.0091, -0.0078, -0.0099]], "mulliken_charge": [1.04, -0.39, 0.49, -0.50, -1.37, 0.81, 0.15, -0.19, 0.00, -0.82, -0.41, -0.81, -0.12, 0.49, -0.37, -0.79, -0.72, -0.22, -0.11, 0.21, 0.24, 0.47, 0.39, 0.39, 0.41, 0.37, 0.49, 0.40, 0.47, 0.38, -0.66, -0.75, 1.44, -0.74, -0.69, 1.26, -2.01, 0.47, 1.21, -0.69, -0.54, -0.01, 1.14, -0.63, -0.65, -1.59, 0.46, -0.17, 0.34, 0.38, 0.45, -0.97, 0.58, 0.27, 0.70, 0.48, 0.45, 0.26, 0.33, -0.24, -0.20, -0.59, -0.72, -0.80, -0.82, -0.46, 0.48, 0.25, 0.10, 0.47, 0.24, 0.29, 0.41, 0.41, 0.29, 0.28, 0.30, -0.18]}


Entry 6:
{"formula": "C5H13NO", "method": "ωB97M-V with the def2-TZVPD basis set", "homo_ev": -8.19, "gap_ev": 9.00, "de_lowest_kcal_mol": 85.2, "smiles": "C[C@H](CO)N(C)C", "symbols": ["C", "C", "C", "O", "N", "C", "C", "H", "H", "H", "H", "H", "H", "H", "H", "H", "H", "H", "H", "H"], "coordinates": [[-0.60538, -1.59636, -0.22187], [-0.00930, -0.16789, -0.31348], [1.59398, -0.32106, -0.04327], [2.07993, -1.38559, -0.91731], [-0.63062, 0.93924, 0.48610], [-0.71190, 2.15812, -0.29461], [-1.67281, 0.49196, 1.31214], [-1.09883, -1.89528, 0.66928], [0.24446, -2.35321, -0.51651], [-1.38764, -1.85176, -1.17880], [-0.29323, 0.23417, -1.34566], [1.46842, -0.73424, 1.10982], [2.18303, 0.55027, 0.10577], [3.06816, -1.16905, -1.08301], [-1.30546, 2.93274, 0.28263], [-1.19046, 2.15410, -1.30988], [0.36167, 2.47512, -0.30557], [-2.69836, 0.40669, 0.86672], [-1.49414, -0.58091, 1.68372], [-1.65027, 0.95282, 2.32380]], "atomic_forces_ev_per_a": [[0.2372, -1.7976, -4.6344], [0.3767, 1.1887, -1.7764], [-3.6810, -3.0349, 2.7256], [2.7538, 2.3270, 0.4080], [1.1704, -1.8385, -0.6982], [0.0053, 1.3057, 1.4138], [-1.2863, -1.8748, 2.3828], [-0.0837, -0.2688, 0.6150], [-1.6302, 1.4540, 0.9827], [1.8115, 1.0659, 2.7676], [1.3145, -1.1572, 0.6656], [0.8044, 0.6405, -2.5182], [0.4972, 0.8777, -0.8125], [-2.5024, -0.6997, 0.3502], [0.8280, -0.8028, -0.4472], [0.4911, -0.5802, 0.5698], [-1.0308, 0.3804, -0.7353], [0.5155, 0.5638, 0.3060], [-0.0162, 1.6530, -0.7797], [-0.5749, 0.5981, -0.7853]], "mulliken_charge": [-1.08, 0.14, -0.53, -0.52, 0.12, -0.86, -1.03, 0.36, 0.31, 0.22, 0.09, 0.16, 0.44, 0.31, 0.34, 0.32, 0.24, 0.35, 0.25, 0.36]}